C3H8SSi | the ωB97M-V functional and the def2-TZVPD basis

CARTESIAN COORDINATES (ANGSTROEM)
C 0.923 0.417 0.180
C -0.575 0.745 -0.154
C 1.056 -0.977 0.883
Si -1.298 -0.769 -0.984
S 0.215 -2.184 -0.278
H 1.485 0.214 -0.711
H 1.422 1.171 0.809
H -1.199 1.008 0.644
H -0.540 1.629 -0.708
H 2.103 -1.206 1.190
H 0.393 -0.972 1.712
H -2.666 -1.185 -0.675
H -1.432 -0.710 -2.441

Calculated values
SMILES: C1C[SiH2]SC1
Lowest unoccupied orbital energy (eV): 0.8834
Kohn-Sham gap (eV): 9.76
Energy above the lowest of the compared OMol25 structures with the same formula, charge and spin (kJ/mol): 0.00
Strongest force on any atom (eV/A): 2.2

Results of the natural (NBO) charge analysis, in e, for atoms 1 through 2: -0.397 -0.857